(1)
The following is a quantum chemistry calculation of a 4-piece molecular cluster, C14H20F4N2O12S overall at a distorted geometry, from OMol25.

Geometry as XYZ:
```
53
Properties=species:S:1:pos:R:3:forces:R:3
C -3.48258 2.15391 -0.05646 0.163 0.388 1.120
C -2.26523 1.71100 -1.06112 0.720 1.777 2.905
N -2.56524 1.74784 -2.52576 1.301 2.253 1.553
N -3.45703 0.84436 -2.99472 -3.330 -3.855 -0.005
C -4.88721 1.25599 -3.04191 -2.627 0.128 -0.998
C -3.19756 -0.59217 -2.68644 -0.785 -4.223 1.919
C -1.66976 -1.17644 -3.03543 0.066 0.955 0.735
O -4.03463 -1.48085 -2.13488 4.072 6.066 -3.589
S -2.69546 3.34694 -3.19558 6.052 2.910 -5.880
O -2.70027 3.18029 -4.76194 -1.672 0.171 6.359
O -1.40833 4.20056 -2.86797 -5.512 -3.480 0.404
F -4.02586 4.27683 -2.64592 2.151 -2.175 -0.807
H -4.31618 1.33727 0.09915 1.652 1.664 -0.619
H -3.95154 3.21981 -0.31645 0.987 -2.493 0.321
H -2.98676 2.30656 1.01877 -0.995 -0.414 -2.345
H -1.39331 2.50782 -0.87664 -1.902 -1.793 -0.658
H -1.83228 0.69680 -0.64460 -0.962 1.736 -1.660
H -5.30119 1.86567 -2.13680 1.161 -1.132 -1.442
H -5.05717 1.90416 -4.02803 0.516 -1.279 2.153
H -5.61883 0.32106 -3.16770 2.048 1.896 0.375
H -1.68633 -2.02875 -3.84846 -0.328 1.834 1.750
H -0.94630 -0.30523 -3.38099 -1.674 -1.817 0.639
H -1.23588 -1.60342 -2.01522 -1.014 0.830 -2.296
C 1.84951 2.59769 -3.54182 -0.367 1.367 -0.242
C 2.51275 1.53964 -4.35567 0.756 0.144 -0.538
O 2.66500 0.47236 -3.44758 -0.998 -0.001 0.445
C 1.63407 0.60651 -2.56676 -0.844 -1.563 1.785
O 1.26637 -0.27198 -1.80458 0.837 1.925 -1.454
O 1.05651 1.84405 -2.64677 0.235 -1.371 0.256
F 3.74150 1.93764 -4.75496 0.096 -0.073 -0.212
H 2.56248 3.20380 -2.97289 0.105 -0.193 -0.181
H 1.23017 3.26286 -4.14957 -0.090 -0.180 0.247
H 1.92911 1.20675 -5.22058 0.209 0.013 -0.003
C 3.21812 -1.00100 0.89978 -0.130 0.391 -1.293
C 2.34439 -1.25079 2.08126 -0.736 -0.475 -0.034
O 3.24180 -1.72125 3.06117 0.456 0.638 -0.197
C 4.43402 -1.13347 2.76150 2.938 0.274 1.685
O 5.38031 -1.07501 3.52895 -2.312 -0.224 -1.856
O 4.43779 -0.60994 1.49762 0.142 -0.293 1.217
F 1.44807 -2.22857 1.82010 -0.283 -0.040 0.125
H 3.38168 -1.90007 0.29620 -0.227 -0.003 0.189
H 2.82734 -0.21070 0.25317 0.198 -0.112 0.143
H 1.82694 -0.36004 2.45318 -0.097 -0.188 0.009
C 2.51177 -3.55143 6.07823 1.057 -0.162 -0.756
C 2.07940 -2.76906 7.27098 0.063 0.776 0.161
O 0.69465 -3.02139 7.34632 0.256 -0.815 -0.108
C 0.53052 -4.26205 6.80734 -2.664 -2.064 0.024
O -0.47532 -4.93894 6.94148 2.443 1.674 -0.380
O 1.63443 -4.65938 6.10379 -0.938 0.093 0.653
F 2.26061 -1.44444 7.07047 0.079 0.261 0.183
H 2.37645 -3.00295 5.14001 0.004 0.145 0.261
H 3.55383 -3.87482 6.14835 -0.237 -0.109 -0.028
H 2.56064 -3.07401 8.20636 -0.040 0.215 -0.033
```
Positions in Å, forces in eV/Å.

## Properties
SMILES: CCN(N(C)C(C)=O)S(=O)(=O)F.O=C1OC[C@@H](F)O1.O=C1OC[C@@H](F)O1.O=C1OC[C@@H](F)O1
HOMO-LUMO gap in eV: 8.61

Here are the Mulliken charges for atoms 1 to 6, given in e: -1.04 -0.48 0.38 0.06 -0.94 0.37

***

(2)
The following is a quantum chemistry calculation of C19H46NO4PtSe2Si3 as an isolated structure, from OMol25.

Geometry as XYZ:
```
76
Properties=species:S:1:pos:R:3:forces:R:3
Pt 0.70593 0.15329 -0.02324 -0.097 0.007 0.126
O 3.34056 -3.37490 2.25122 -0.013 -0.001 -0.030
C 3.78530 -2.18713 1.58378 0.002 -0.025 -0.021
C 3.79879 -2.34348 0.05852 -0.005 0.031 0.029
C 4.95525 -3.27759 -0.34003 -0.007 0.013 0.009
O 4.85940 -4.58316 0.21146 -0.012 0.023 0.003
C 4.05912 -0.99185 -0.60364 -0.005 -0.004 -0.045
Se 3.02628 0.60510 -0.09399 -0.097 0.066 -0.032
C 2.49580 -2.94047 -0.48112 -0.038 -0.006 -0.034
Se 0.85082 -2.24659 0.31239 0.080 -0.018 0.033
H 2.37490 -3.37141 2.13382 0.027 -0.005 0.000
H 4.80011 -1.98891 1.94032 0.000 -0.002 -0.001
H 3.15420 -1.34434 1.86201 -0.009 0.011 -0.004
H 5.90191 -2.80948 -0.03351 -0.005 -0.003 0.001
H 4.97930 -3.38801 -1.42917 -0.002 -0.001 0.007
H 4.39289 -4.49617 1.05837 -0.001 0.008 0.003
H 4.01211 -1.11202 -1.68716 -0.010 -0.013 0.006
H 5.07280 -0.65443 -0.35831 0.008 0.001 -0.012
H 2.47588 -4.01401 -0.29489 0.008 0.000 -0.005
H 2.46122 -2.79342 -1.56112 0.000 -0.003 -0.003
C 3.30461 4.28874 0.87386 -0.008 -0.004 -0.039
O 2.27060 3.37791 0.63817 0.011 -0.082 0.150
Si 0.90577 3.64440 -0.26909 -0.034 0.107 -0.134
C 0.13361 5.20918 0.46427 -0.035 0.038 -0.090
C 1.43933 4.26552 -1.96877 0.038 -0.022 0.013
C -0.15279 2.14680 -0.25069 0.318 -0.088 0.062
Si -1.08862 2.03569 1.36161 0.125 0.064 -0.062
C 0.06331 2.25249 2.83553 -0.088 -0.010 0.071
C -2.45988 3.34122 1.54421 -0.082 -0.135 -0.035
C -1.97476 0.38225 1.61229 0.019 0.055 0.001
Si -1.06402 1.83855 -1.83856 -0.144 -0.034 0.074
C -0.03827 1.17912 -3.27566 -0.056 0.014 -0.024
C -2.42719 0.55379 -1.59460 -0.078 -0.025 0.073
C -1.96199 3.39522 -2.48649 0.012 -0.002 0.009
H 2.95047 5.18542 1.39817 0.002 -0.007 -0.001
H 3.79195 4.60574 -0.05616 -0.004 -0.001 0.005
H 4.05617 3.80010 1.49822 -0.005 0.010 -0.009
H 0.82412 6.04308 0.29694 -0.025 0.006 0.013
H -0.06512 5.14897 1.53397 0.012 -0.036 0.036
H -0.80357 5.45711 -0.04150 -0.001 0.006 0.034
H 2.21601 5.02448 -1.82821 -0.020 0.013 -0.019
H 0.60253 4.75137 -2.47765 0.002 -0.029 -0.004
H 1.84290 3.49818 -2.62547 0.043 -0.112 0.009
H 0.66117 3.16229 2.77363 0.011 0.021 -0.018
H 0.75653 1.41069 2.89038 0.006 0.004 -0.018
H -0.51998 2.28563 3.76229 0.006 -0.001 -0.004
H -2.08126 4.28545 1.93394 0.010 0.039 -0.017
H -3.23041 2.98051 2.23367 0.026 -0.005 0.007
H -2.94581 3.54345 0.58529 -0.005 -0.003 0.005
H -1.44050 -0.51001 1.27014 0.016 -0.041 0.007
H -2.94608 0.36417 1.11836 -0.009 -0.023 0.019
H -2.13898 0.25501 2.68714 0.024 -0.011 0.009
H 0.49870 0.27660 -2.98056 0.002 -0.004 0.014
H 0.68377 1.89282 -3.66914 0.065 0.069 0.021
H -0.72671 0.92054 -4.08795 0.013 0.012 -0.017
H -2.08364 -0.38343 -1.14524 0.019 0.046 -0.028
H -2.88261 0.30094 -2.55692 0.017 0.059 -0.050
H -3.21778 0.94996 -0.94853 0.013 -0.019 -0.072
H -1.49367 3.77909 -3.39663 0.000 0.009 0.011
H -1.95866 4.20050 -1.74685 -0.015 -0.019 -0.017
H -3.00641 3.16969 -2.72067 0.010 -0.005 -0.017
C -1.93786 -5.06989 0.62571 0.001 0.007 -0.029
N -3.33178 -4.75268 0.33524 0.006 0.033 0.038
C -4.34757 -5.78458 0.35533 -0.004 0.006 0.008
C -3.61523 -3.43316 0.14504 0.149 0.008 -0.029
C -5.05257 -3.05197 -0.14080 0.020 -0.003 0.006
O -2.73538 -2.59310 0.21360 -0.204 0.024 -0.009
H -1.82175 -6.15077 0.67127 0.000 -0.002 -0.008
H -1.62133 -4.62442 1.57016 -0.002 -0.012 0.019
H -1.28421 -4.65823 -0.14266 -0.003 0.006 0.003
H -3.90196 -6.70681 0.72032 0.000 -0.001 0.009
H -4.75944 -5.98412 -0.63845 0.004 -0.005 -0.002
H -5.17383 -5.53169 1.02348 0.000 0.004 -0.007
H -5.58719 -3.78637 -0.74190 0.016 0.006 -0.010
H -5.03821 -2.09350 -0.65243 -0.003 0.014 0.013
H -5.58707 -2.92899 0.80367 -0.015 -0.019 0.001
```
Positions in Å, forces in eV/Å.

## Properties
Net charge: -1
HOMO-LUMO gap in eV: 6.56

Here are the Mulliken charges for atoms 1 to 6, given in e: 1.26 -0.69 -0.87 1.84 -1.10 -0.59

***

(3)
The following is a quantum chemistry calculation of a 3-piece molecular cluster, C24H32BrO9 overall at a distorted geometry, from OMol25.

Geometry as XYZ:
```
66
Properties=species:S:1:pos:R:3:forces:R:3
C 1.68753 4.11528 -3.02651 -0.071 -0.084 0.969
C 0.38320 3.82973 -2.07110 0.809 -0.073 -0.849
C 0.74543 2.54324 -1.12024 -0.882 0.880 1.025
C -0.60947 1.62821 -1.00232 -0.086 0.852 -0.339
O -0.71312 0.53313 -1.97824 0.619 0.915 1.831
C 0.36898 -0.48304 -1.75692 -0.118 -1.598 -0.353
C -0.00374 -1.34433 -0.41207 0.675 0.399 0.314
C 1.33250 -1.29583 0.57971 0.110 -0.174 0.469
C 2.64150 -2.06715 -0.03777 -1.214 0.115 -1.201
Br 4.25182 -1.79956 1.18334 -0.859 -0.193 -0.509
C 0.34573 -1.38802 -3.12371 -0.734 0.155 0.308
C 1.04632 -2.86411 -2.99593 -0.586 -0.703 -0.507
C 0.99619 -0.61087 -4.44631 0.579 0.514 -0.294
C 2.47948 -1.16959 -4.87242 0.385 -0.915 0.005
H 1.43323 4.84421 -3.90837 0.657 -1.400 1.641
H 2.07596 3.06513 -3.40388 -0.781 2.303 0.533
H 2.52271 4.58154 -2.31382 -1.625 -0.928 -1.778
H -0.53497 3.58775 -2.75813 1.734 0.281 1.303
H 0.10204 4.81300 -1.47506 0.624 -2.094 -1.030
H 0.97107 2.96209 -0.02546 -0.439 -0.872 -2.221
H 1.70160 1.94662 -1.43598 -2.144 0.977 0.279
H -1.52485 2.36005 -1.22783 1.956 -1.679 0.492
H -0.72303 1.31134 0.11826 0.178 0.081 -1.976
H -0.87914 -0.85953 0.23878 1.751 -0.896 -1.471
H -0.32824 -2.45247 -0.60371 0.622 1.707 0.387
H 1.64104 -0.16602 0.73859 -0.651 -2.209 -0.517
H 1.09508 -1.74483 1.65022 0.522 0.745 -2.262
H 2.48569 -3.24460 -0.15553 0.411 2.725 0.359
H 2.97327 -1.56617 -1.06856 -0.907 -1.141 2.392
H -0.80535 -1.56827 -3.38267 2.057 0.104 0.246
H 2.17095 -2.85823 -2.67282 -2.158 0.159 -0.735
H 0.49172 -3.60825 -2.25985 0.976 1.748 -1.392
H 0.95072 -3.37135 -4.07231 0.389 0.966 2.319
H 1.11086 0.55470 -4.26851 -0.419 -2.430 -0.005
H 0.30696 -0.71916 -5.40240 1.252 0.078 1.955
H 3.20473 -1.35543 -3.94334 -1.709 0.613 -1.933
H 3.05506 -0.47568 -5.62169 -1.260 -1.142 1.391
H 2.36526 -2.23188 -5.40296 0.312 2.288 1.089
C 3.38880 -0.37392 6.48759 -0.007 -0.175 0.657
C 2.98179 -0.68319 5.25494 0.804 1.587 -1.546
C 2.13861 -1.88324 4.99693 -0.635 -0.767 -0.904
O 1.76417 -2.13125 3.85619 0.441 0.395 1.178
C 1.78828 -2.73842 6.14172 0.006 0.052 -0.185
C 2.19829 -2.43087 7.37377 -0.671 -1.286 0.834
C 3.01805 -1.21607 7.63529 0.592 0.836 0.198
O 3.36448 -0.94966 8.78122 -0.345 -0.449 -0.449
O 1.87496 -3.23164 8.45377 0.769 1.416 -0.723
O 3.32849 0.10214 4.17088 -0.987 -1.641 1.429
H 4.00015 0.49655 6.68971 -0.052 -0.061 -0.014
H 1.19002 -3.61715 5.93762 0.028 0.055 -0.003
H 2.28582 -2.79723 9.23286 -0.165 -0.144 -0.368
H 2.91259 -0.32899 3.39279 0.259 0.098 -0.029
C -6.85721 1.79577 -0.78042 -0.128 -0.286 -0.084
C -5.88620 2.65313 -0.45976 -0.916 1.534 0.303
C -4.45865 2.23009 -0.43207 1.164 -0.159 0.059
O -3.58672 3.04519 -0.15214 -1.035 -0.168 -0.045
C -4.14993 0.82553 -0.74273 0.145 0.378 0.184
C -5.12142 -0.03249 -1.05998 0.791 -1.498 -0.288
C -6.54560 0.39749 -1.11448 -0.747 -0.105 -0.136
O -7.41441 -0.40967 -1.42723 0.599 0.303 0.177
O -4.83863 -1.35457 -1.35039 -1.216 1.499 0.259
O -6.17167 3.96830 -0.14203 1.055 -1.444 -0.277
H -7.89876 2.09038 -0.80663 0.063 -0.018 -0.008
H -3.11025 0.52704 -0.70153 0.087 -0.017 -0.126
H -5.70633 -1.76930 -1.54937 0.412 0.214 0.076
H -5.30341 4.38439 0.05103 -0.288 -0.226 -0.105
```
Positions in Å, forces in eV/Å.

## Properties
Net charge: -1
HOMO-LUMO gap in eV: 2.22

Here are the Mulliken charges for atoms 1 to 6, given in e: -0.94 -0.44 -0.41 -0.22 -0.39 0.15

***

no.,total energy (a.u.),HOMO energy (eV)
1,-2355.3054,-10.1
2,-6898.1484,-4.2
3,-4184.6312,-2.0